No. 1
{"formula": "C2H3NS2", "method": "ωB97M-V/def2-TZVPD", "gap_ha": 0.266, "homo_ev": -8.34, "total_energy_ha": -929.04228, "e_lumo_ha": -0.040, "de_lowest_ev": 2.0419, "smiles": "S=CNC=S", "elements": ["C", "H", "H", "N", "C", "H", "S", "S"], "xyz": [[1.1425, -0.0807, -0.1065], [1.9053, 0.5927, -0.2002], [-2.0392, 0.7756, 0.6495], [-0.0455, 0.4165, -0.1924], [-1.3117, -0.0303, -0.0071], [0.2067, 1.5153, -0.0221], [1.9224, -1.5380, -0.0202], [-1.7804, -1.6511, -0.1010]], "atomic_forces_ev_per_a": [[3.8, -5.0, -0.4], [1.3, 2.6, -0.1], [2.1, -2.0, -2.5], [-1.3, 6.2, 0.8], [-2.9, -1.4, 3.0], [-2.2, -3.2, -0.7], [-1.4, 0.0, 0.1], [0.8, 2.8, -0.2]]}

***

No. 2
{"formula": "C4H5N3O", "method": "ωB97M-V/def2-TZVPD", "gap_ha": 0.322, "homo_ev": -8.67, "total_energy_ha": -394.64728, "e_lumo_ha": 0.004, "de_lowest_ev": 8.7153, "elements": ["N", "H", "H", "H", "C", "H", "N", "C", "H", "C", "N", "O", "C"], "xyz": [[-0.3817, 0.0903, 0.2967], [-3.3874, 0.6760, -0.4408], [1.5029, -2.4273, -0.2836], [1.7907, 2.3568, -0.1759], [1.1189, -1.4408, -0.0955], [-3.1985, -1.0551, 1.0692], [-1.5235, 0.7142, -0.3046], [1.9107, -0.3338, 0.1364], [3.0556, -0.0784, -0.0962], [0.9147, 0.7737, -0.0027], [0.9858, 1.9584, 0.0160], [-0.2162, -1.2313, -0.1712], [-2.5721, -0.0027, 0.0522]], "atomic_forces_ev_per_a": [[1.5, 2.1, -0.7], [0.4, -2.2, 1.1], [-0.5, -0.4, 0.1], [5.0, 2.3, -0.7], [2.2, 1.3, 0.0], [2.7, 2.9, -3.1], [-0.8, -4.6, 2.5], [-0.2, 0.1, -2.5], [-2.8, -1.3, 0.9], [-0.6, -6.0, 2.4], [-4.9, 3.6, 0.0], [0.8, -0.8, 0.4], [-2.8, 3.0, -0.4]]}

***

No. 3
{"formula": "C28H64BBr2IO11S6", "method": "ωB97M-V/def2-TZVPD", "gap_ha": 0.309, "homo_ev": -8.64, "total_energy_ha": -9792.15567, "e_lumo_ha": -0.009, "elements": ["Br", "H", "H", "H", "H", "S", "H", "H", "H", "C", "H", "H", "H", "O", "H", "C", "C", "C", "C", "H", "H", "O", "H", "C", "H", "H", "H", "H", "H", "H", "O", "H", "H", "H", "H", "H", "B", "O", "H", "O", "H", "H", "H", "S", "H", "S", "H", "C", "C", "C", "C", "H", "C", "H", "H", "O", "C", "H", "C", "H", "C", "S", "H", "H", "O", "C", "C", "H", "H", "C", "C", "H", "H", "O", "I", "H", "C", "C", "S", "H", "H", "C", "C", "H", "H", "H", "H", "H", "S", "H", "C", "C", "H", "H", "O", "H", "H", "H", "H", "O", "C", "H", "C", "H", "H", "Br", "C", "O", "C", "H", "H", "H", "H"], "xyz": [[-2.3142, 4.0937, 1.2162], [0.5926, 3.2661, -5.1633], [3.5838, -1.9085, -3.3014], [-2.1470, 6.9028, -0.4260], [4.0290, 7.7039, 1.1391], [0.1743, -8.0987, 5.1131], [-4.7762, -8.5511, -3.4729], [0.6146, 2.7665, 1.9650], [0.2000, -8.7377, 0.5347], [-2.4427, 7.5092, 0.4336], [0.9296, -0.0387, -4.8304], [-3.4147, 9.8284, 1.7109], [2.1567, -7.1757, 0.7990], [2.8482, -1.2282, -3.4977], [-1.0473, -1.4589, -5.1509], [-4.2194, 9.0905, 1.6805], [3.8921, 7.0232, 4.7496], [-4.1336, 1.0332, 5.9173], [5.2302, 1.0900, -3.7302], [6.2776, 1.5001, -3.3332], [1.7394, -4.0762, -2.7746], [-2.9312, 3.3757, 5.4449], [-0.4870, -8.2050, 2.1007], [-1.3158, -0.4919, -4.5059], [-0.0062, 4.0926, -3.5638], [3.3333, 8.6262, 2.4974], [1.8645, -9.3362, 6.2952], [-4.9772, 2.4764, 3.6456], [-1.7486, 8.3464, 0.5420], [-0.8900, -6.6228, 6.6664], [0.2378, -7.1272, 3.9720], [-4.8944, -10.2592, -2.9778], [-2.6934, -7.0591, -3.0541], [-1.3004, 3.3066, -4.6924], [5.5522, 0.6718, -5.6400], [4.0725, 1.2497, -1.7739], [2.0595, -1.0889, -2.2589], [-2.2374, -10.3440, -1.6665], [-3.1281, -0.3443, -6.0506], [0.0165, -6.2409, -0.8678], [4.4793, 2.9440, -2.6063], [0.8786, -6.3987, 6.6722], [2.5746, 3.0503, -4.0000], [-0.1012, -6.3460, 0.6239], [-2.4288, 6.8908, 1.3339], [-4.1190, 8.1283, 0.1518], [3.1504, 7.8153, 4.8738], [1.3008, 0.2463, -1.7009], [-0.1940, 3.1795, -4.2711], [1.9023, 0.5209, -0.1832], [-4.0166, 2.0089, 3.4180], [-4.1462, 8.4193, 2.5395], [0.5490, 3.9454, 1.7893], [-1.5180, -8.2738, 0.6484], [0.1534, -0.0695, -1.7970], [2.0881, 2.0085, -0.2543], [1.8506, -8.7178, 5.3949], [-1.4718, -0.7305, -3.3702], [2.6177, 1.9789, -3.5209], [-0.3612, 5.3670, 0.1008], [-0.3360, 3.1172, -0.7024], [-2.6497, -9.4506, -2.7988], [0.1470, -7.8078, 7.5008], [-4.7646, -8.9866, -1.7356], [2.3516, 5.9521, 2.8433], [-0.4174, 4.2546, 0.4678], [1.5761, -6.3976, 1.2996], [-0.0298, 4.3534, 2.7505], [5.0854, 8.2556, 2.4644], [-0.0457, 0.5812, -4.6789], [-0.0121, 1.7077, -3.4960], [3.6956, 6.2265, 5.4708], [-1.2126, -7.6220, -2.2380], [1.9127, -2.3402, -1.4338], [2.1818, 4.6464, -1.4182], [-4.2840, 0.0452, 5.4765], [-2.6622, 0.2603, -5.1524], [4.0876, 7.8878, 2.2147], [3.7835, 6.3298, 3.0823], [2.0489, -5.4274, 1.1305], [1.6016, 4.4400, 1.6603], [1.3181, 1.6634, -2.5162], [1.1503, 2.6764, -1.1932], [-5.1832, 9.6042, 1.7051], [5.2331, -0.0792, -3.5733], [2.6555, 1.2244, -4.4454], [-1.0369, 1.5699, -2.8981], [-3.5056, 2.5884, 2.6456], [-2.9768, 1.9796, 4.8980], [-3.7057, 0.9219, 6.9165], [-4.4506, -9.2901, -2.7373], [4.0746, 1.8415, -2.7828], [0.2194, -2.8408, -2.7620], [-5.0874, 1.5619, 5.9887], [2.1408, -0.3131, 0.8339], [2.5446, -7.8807, 5.5033], [0.5573, -3.9880, -1.3040], [2.1463, -9.3242, 4.5353], [-4.1711, 0.9881, 3.0604], [-4.0555, 9.0998, -0.9893], [-0.5114, -8.0634, 1.0179], [-2.4343, 1.3448, -5.5352], [-2.2959, -7.7469, -2.3040], [-3.4654, 0.3775, -4.2785], [4.8966, 7.4200, 4.9150], [-1.4757, 1.5796, 0.0056], [1.0863, -3.3343, -2.1414], [5.1559, 1.4748, -5.1488], [0.0738, -7.1366, 6.6418], [-0.9716, 3.5397, -1.6208], [1.5310, -6.5949, 2.3733], [-0.2573, 1.1236, -5.7204], [-2.7445, -7.5401, -1.3298]], "atomic_forces_ev_per_a": [[0.8, 1.8, -0.3], [-1.8, -0.2, 1.9], [-2.0, 1.2, -0.5], [-0.2, 0.1, 0.1], [0.0, -0.1, 0.2], [0.1, 0.2, 0.0], [0.1, -0.1, 0.0], [-0.1, 2.6, -0.6], [-0.1, 0.1, -0.1], [0.1, 0.2, 0.1], [-1.6, 1.3, 0.6], [0.0, -0.1, -0.1], [-0.1, 0.0, -0.1], [0.1, -0.5, 3.2], [-0.7, 2.0, 1.7], [0.0, 0.1, 0.1], [-0.1, 0.0, 0.1], [-0.1, 0.0, 0.1], [0.8, 0.6, 1.4], [-2.1, -1.0, -0.6], [-1.3, 1.6, 1.0], [-0.2, -0.7, -0.2], [0.0, 0.2, -0.2], [0.5, 1.1, -1.2], [-0.3, -1.7, -1.2], [0.0, -0.1, 0.0], [-0.1, 0.0, -0.1], [0.1, 0.0, 0.1], [-0.1, 0.0, -0.1], [0.1, -0.1, -0.1], [0.1, -0.3, 0.7], [0.2, 0.1, 0.0], [0.0, -0.1, 0.0], [2.4, -0.5, 0.8], [-1.0, 2.1, 1.0], [-0.1, 1.2, -1.9], [1.0, -2.8, -0.3], [-0.3, 0.4, -0.4], [0.9, 1.2, 2.0], [0.1, -0.1, 0.2], [-0.8, -2.5, -0.1], [0.0, -0.1, -0.1], [-0.2, -2.1, 1.2], [0.2, -0.3, 0.3], [-0.1, 0.1, -0.1], [0.2, 0.3, -0.3], [0.0, -0.1, -0.1], [-0.2, -0.3, -0.6], [0.3, 0.1, 0.0], [-0.9, -2.3, 2.5], [-0.2, 0.0, 0.0], [0.0, 0.0, -0.1], [-0.9, -0.4, 0.1], [0.2, 0.1, 0.0], [2.4, 0.5, 1.1], [-1.6, -2.0, 1.4], [0.1, 0.1, -0.1], [0.2, 0.2, -2.2], [0.9, -0.6, 0.1], [0.0, -2.4, 0.6], [-0.8, 1.0, -0.3], [0.0, 0.0, 0.4], [0.0, 0.0, -0.1], [0.1, 0.0, -0.1], [0.8, 0.5, 0.2], [0.6, -0.5, 1.4], [0.2, 0.1, 0.0], [1.6, -0.6, -2.2], [-0.1, -0.1, 0.0], [-0.7, -0.7, -0.7], [-1.1, 0.9, -0.8], [0.0, 0.0, -0.2], [-0.2, 0.0, 0.0], [-0.5, 2.4, -2.7], [-0.4, -0.7, -0.2], [0.1, 0.1, 0.0], [-0.5, -0.2, 0.9], [-0.1, 0.1, 0.0], [-0.3, 0.0, 0.0], [-0.2, -0.1, -0.1], [-2.3, -1.1, 0.3], [-1.2, 0.2, -0.8], [1.1, -1.0, -0.8], [0.1, -0.1, -0.1], [-0.3, 2.4, -0.5], [-0.5, 1.5, 2.3], [2.4, 0.2, -0.9], [-0.1, -0.3, 0.4], [0.0, 0.5, 0.1], [0.0, 0.1, -0.2], [-0.1, -0.1, 0.1], [1.0, 0.3, -1.0], [1.8, -0.9, 0.9], [0.1, 0.0, 0.0], [-1.2, 6.4, -7.0], [-0.1, 0.0, 0.0], [1.2, 1.4, -1.9], [-0.2, 0.1, 0.1], [0.1, 0.0, 0.1], [0.0, -0.4, 0.6], [-0.1, -0.1, -0.1], [-0.3, -2.2, 0.8], [0.1, -0.1, -0.1], [1.5, -0.3, -2.1], [-0.1, -0.1, -0.1], [1.6, -0.6, -1.3], [-0.9, -1.3, 0.7], [0.6, -2.7, 0.5], [0.0, 0.1, 0.0], [1.7, -1.2, 1.9], [-0.2, 0.1, -0.2], [0.6, -1.1, 2.3], [0.0, -0.1, -0.1]]}

***

No. 4
{"formula": "C18H15ClN3O4ReTe", "method": "ωB97M-V/def2-TZVPD", "gap_ha": [0.213, 0.246], "homo_ev": [-10.13, -11.01], "total_energy_ha": -1966.23493, "multiplicity": 2, "e_lumo_ha": [-0.159, -0.159], "total_charge": 1, "de_lowest_ev": 0.0000, "elements": ["C", "C", "C", "H", "C", "C", "H", "Re", "H", "O", "H", "C", "H", "H", "C", "H", "C", "Te", "H", "N", "H", "C", "O", "H", "H", "C", "C", "H", "N", "Cl", "C", "C", "C", "H", "H", "O", "N", "C", "O", "C", "H", "C", "C"], "xyz": [[-3.5231, 3.1729, -0.6971], [0.8091, -2.2420, 0.5627], [-2.7601, 3.5994, 0.3847], [-4.6835, 4.9742, -0.8179], [3.5622, 0.0569, 0.4129], [3.2048, -2.6717, 0.3165], [-1.7274, 0.3691, -1.2998], [0.5292, 0.6777, 0.7000], [1.4297, -5.5871, 0.3450], [2.5577, 2.5903, -2.0861], [-2.8181, -3.3355, 0.8686], [-3.1386, 1.9804, -1.3052], [-1.0482, -5.0654, 0.6133], [-2.9957, 4.5199, 0.9011], [-0.7977, -4.0124, 0.6314], [-4.7466, 3.9613, -2.2686], [2.9119, -4.0779, 0.2722], [0.5941, 0.9090, 3.1116], [3.7336, -4.7727, 0.1591], [-1.3188, 1.7062, 0.2203], [5.6555, -0.3302, 0.1696], [1.6422, -4.5266, 0.3739], [0.9258, 0.9378, -1.4646], [-1.0584, 3.1837, 1.6314], [-5.6282, 3.4847, -0.8219], [0.5445, -3.6110, 0.5228], [-2.0507, 1.2872, -0.8259], [-3.6748, 1.5890, -2.1590], [-0.1681, -1.3010, 0.6895], [1.3357, 2.4068, -1.4199], [-1.7778, -3.0614, 0.7715], [-1.4264, -1.7095, 0.7952], [-1.6764, 2.8601, 0.8059], [-2.1684, -0.9334, 0.9222], [5.3485, -2.7986, 0.0951], [1.5030, 2.5806, 0.0591], [2.3358, -0.4265, 0.5279], [-4.7072, 3.9486, -1.1801], [0.2890, 3.2127, -1.9069], [4.6749, -0.7749, 0.2539], [3.6541, 1.1343, 0.4572], [4.5005, -2.1359, 0.2108], [2.1526, -1.7694, 0.4678]], "atomic_forces_ev_per_a": [[0.0, 0.0, 0.0], [0.0, 0.0, 0.0], [0.0, 0.0, 0.0], [0.0, 0.0, 0.0], [0.0, 0.0, 0.0], [0.0, 0.0, 0.0], [0.0, 0.0, 0.0], [0.0, -0.2, -0.4], [0.0, 0.0, 0.0], [0.1, -0.1, 0.0], [0.0, 0.0, 0.0], [0.0, 0.0, 0.0], [0.0, 0.0, 0.0], [0.0, 0.0, 0.0], [0.0, 0.0, 0.0], [0.0, 0.0, 0.0], [0.0, 0.0, 0.0], [0.0, 0.1, 0.4], [0.0, 0.0, 0.0], [0.2, -0.1, 0.0], [0.0, 0.0, 0.0], [0.0, 0.0, 0.0], [0.0, 0.5, -0.1], [0.0, 0.0, 0.0], [0.0, 0.0, 0.0], [0.0, 0.0, 0.0], [0.0, -0.1, 0.0], [0.0, 0.0, 0.0], [0.0, 0.1, -0.1], [-0.1, -0.6, 0.4], [0.0, 0.1, 0.0], [0.0, -0.1, 0.1], [0.0, 0.0, 0.0], [0.0, 0.0, 0.0], [0.0, 0.0, 0.0], [0.0, 0.2, -0.2], [-0.1, 0.0, 0.0], [0.0, 0.0, 0.0], [-0.1, 0.1, -0.1], [0.0, 0.0, 0.0], [0.0, 0.0, 0.0], [0.0, 0.0, 0.0], [0.0, 0.0, 0.0]]}

***

Number 4 is which compound? C18H15ClN3O4ReTe